1.
C21H19FNOS | ωB97M-V/def2-TZVPD

Results
charge: +1
SMILES: O=C(C[n+]1ccc(CCSc2ccc(F)cc2)cc1)c1ccccc1
gap between HOMO and LUMO: 7.35 eV
2S+1: 1

Geometry as XYZ:
```
44
Properties=species:S:1:pos:R:3:forces:R:3:nbo_charge:R:1
O -1.5136 -0.6902 1.0119 -0.139 0.118 0.066 -0.54
C -2.3249 -0.7491 0.1190 0.289 -0.293 -0.553 0.56
C -1.9007 -1.4354 -1.2187 -0.781 0.217 0.456 -0.33
N -0.4717 -1.5947 -1.2072 0.525 -0.087 -0.061 -0.27
C 0.3132 -0.8453 -1.9955 0.400 0.211 -0.236 0.09
C 1.6803 -0.8629 -1.8600 -0.087 -0.236 0.121 -0.23
C 2.2816 -1.6550 -0.8794 -0.492 -0.015 -0.168 0.15
C 3.7545 -1.6183 -0.6556 0.249 -0.069 0.014 -0.48
C 4.1476 -1.5732 0.8279 -0.426 0.372 0.278 -0.52
S 2.9156 -0.7386 1.9020 0.439 0.098 0.222 0.26
C 2.5299 0.7130 0.9579 0.099 -0.279 0.204 -0.20
C 1.1937 1.0910 0.8832 0.214 -0.005 0.055 -0.22
C 0.8292 2.1962 0.1395 0.044 0.223 -0.104 -0.27
C 1.8140 2.9099 -0.5235 -0.013 -0.159 -0.014 0.40
F 1.4571 3.9592 -1.2824 0.045 -0.044 0.090 -0.31
C 3.1515 2.5635 -0.4358 -0.135 0.190 -0.148 -0.26
C 3.5095 1.4626 0.3202 -0.180 0.001 0.037 -0.22
C 1.4391 -2.4381 -0.0867 -0.197 0.020 -0.410 -0.23
C 0.0747 -2.3820 -0.2682 0.570 -0.414 0.242 0.12
C -3.6863 -0.2336 0.1930 -0.644 0.376 0.393 -0.14
C -4.6639 -0.4782 -0.7784 0.320 0.013 0.191 -0.19
C -5.9355 0.0349 -0.6186 -0.145 0.037 -0.027 -0.20
C -6.2505 0.7992 0.4969 0.088 -0.078 -0.072 -0.15
C -5.2898 1.0457 1.4664 -0.006 0.017 0.016 -0.20
C -4.0184 0.5308 1.3203 0.119 -0.141 -0.178 -0.16
H -2.2071 -0.8295 -2.0708 0.077 -0.136 0.025 0.25
H -2.3954 -2.4097 -1.2628 0.085 0.063 -0.144 0.25
H -0.1704 -0.2207 -2.7311 -0.127 -0.008 0.027 0.24
H 2.2799 -0.2415 -2.5058 0.020 0.103 -0.047 0.25
H 4.2037 -2.5135 -1.0968 0.006 0.051 -0.081 0.26
H 4.1689 -0.7558 -1.1793 -0.033 -0.093 -0.007 0.24
H 5.1134 -1.0853 0.9452 0.025 -0.131 -0.042 0.24
H 4.2180 -2.5710 1.2586 0.079 -0.018 0.005 0.24
H 0.4481 0.5141 1.4080 -0.095 -0.057 -0.009 0.25
H -0.2000 2.5112 0.0717 -0.122 0.074 -0.021 0.23
H 3.8944 3.1591 -0.9417 0.056 0.091 -0.073 0.24
H 4.5515 1.2022 0.4210 0.125 -0.036 0.005 0.23
H 1.8383 -3.0866 0.6748 -0.042 -0.063 0.049 0.25
H -0.5939 -2.9753 0.3355 -0.095 0.063 -0.051 0.24
H -4.4487 -1.0807 -1.6472 0.026 -0.063 -0.133 0.21
H -6.6884 -0.1611 -1.3662 -0.064 -0.019 -0.062 0.23
H -7.2464 1.1986 0.6095 -0.093 0.035 0.006 0.23
H -5.5350 1.6357 2.3355 -0.023 0.058 0.076 0.23
H -3.2581 0.7079 2.0658 0.039 0.015 0.067 0.24
```
Positions in Å, forces in eV/Å.

=====

2.
C21H19N6O3S4V | ωB97M-V/def2-TZVPD

Results
energy above the lowest of the compared OMol25 structures with the same formula, charge and spin: 1.1437 eV
⟨S²⟩: 2.0160
gap between HOMO and LUMO (alpha / beta): 7.47 / 7.82 eV
2S+1: 3

Geometry as XYZ:
```
54
Properties=species:S:1:pos:R:3:forces:R:3:nbo_charge:R:1
V 0.0246 0.1260 -0.9317 0.682 -2.472 3.267 1.01
C -1.2857 4.2426 3.5465 -0.059 0.124 -0.061 -0.67
C -0.1505 3.7656 2.7269 0.106 -0.114 -0.031 0.36
N 0.8966 4.4384 2.3573 -0.124 0.770 0.352 -0.25
N 1.6449 3.5836 1.6379 -0.856 -0.824 0.063 -0.34
C 1.0548 2.3772 1.5268 -0.125 0.381 0.687 0.27
S 1.7288 1.0230 0.8109 0.312 -0.422 -0.450 -0.20
N -0.0892 2.4832 2.2498 1.058 0.725 -0.571 -0.18
N -1.0059 1.4888 2.5058 -0.415 -0.611 0.574 -0.64
H -0.9417 4.9429 4.3009 0.058 0.042 0.020 0.25
H -1.7561 3.3913 4.0321 -0.053 0.019 0.116 0.24
H -2.0249 4.7478 2.9231 -0.011 -0.056 -0.022 0.25
H 2.4965 3.8769 1.1859 -0.149 -0.089 0.077 0.43
H -0.8586 0.7101 1.8526 0.038 0.661 0.215 0.42
H -1.9550 1.8239 2.3418 0.390 0.141 -0.353 0.39
S -2.2420 -3.3293 0.8379 0.247 0.326 -0.061 0.43
C -1.5066 -2.6175 2.2341 0.118 0.138 -0.160 -0.24
C -1.8261 -2.8682 3.5579 0.056 -0.043 0.016 -0.21
C -1.0959 -2.2296 4.5383 -0.049 -0.015 0.038 -0.21
C -0.0419 -1.3908 4.1845 0.036 -0.025 -0.057 -0.20
C 0.2781 -1.1434 2.8640 0.181 -0.204 -0.016 -0.23
C -0.4899 -1.7185 1.8461 -0.295 -0.478 1.045 0.17
N -0.3704 -1.5599 0.4801 -0.091 -0.518 -0.553 -0.54
C -1.2042 -2.3520 -0.1522 -0.144 -0.387 0.582 0.16
C -1.2905 -2.3498 -1.5801 -0.006 0.016 -1.062 -0.19
C -1.9742 -3.3169 -2.3232 0.137 0.126 0.311 -0.16
C -1.9781 -3.2273 -3.6988 -0.026 -0.038 -0.062 -0.23
C -1.3084 -2.1781 -4.3226 0.017 0.060 -0.007 -0.18
C -0.6570 -1.2080 -3.5745 -0.035 -0.077 -0.212 -0.22
C -0.6408 -1.2679 -2.1878 -0.598 -0.965 -0.273 -0.28
H -2.6206 -3.5567 3.7963 -0.106 -0.065 0.114 0.22
H -1.3337 -2.3931 5.5802 0.008 -0.014 0.024 0.22
H 0.5405 -0.9158 4.9606 0.061 0.012 0.032 0.22
H 1.1261 -0.5222 2.6222 -0.115 0.017 -0.006 0.25
H -2.4903 -4.1198 -1.8137 -0.051 -0.145 -0.055 0.21
H -2.4996 -3.9671 -4.2893 -0.017 -0.031 -0.030 0.21
H -1.3116 -2.1133 -5.4021 -0.006 0.005 -0.072 0.21
H -0.1594 -0.3867 -4.0798 -0.059 0.015 -0.036 0.21
C 4.0297 -0.3056 -3.5464 -0.286 0.019 0.288 -0.14
C 3.3697 -1.4571 -3.1398 0.104 0.025 0.024 -0.25
C 2.2723 -1.3522 -2.3011 0.184 -0.278 0.003 0.08
N 1.8065 -0.1816 -1.8561 1.409 -0.164 -0.852 -0.50
C 2.4603 0.9209 -2.2290 0.315 0.461 -0.175 0.08
C 3.5583 0.9071 -3.0686 0.110 -0.117 -0.058 -0.24
H 4.8934 -0.3502 -4.1946 -0.005 -0.035 -0.048 0.22
H 3.7083 -2.4279 -3.4673 -0.057 -0.097 0.020 0.23
H 1.7384 -2.2351 -1.9669 0.033 0.083 -0.088 0.22
H 2.0912 1.8616 -1.8360 -0.014 -0.180 -0.104 0.23
H 4.0383 1.8365 -3.3328 -0.009 0.078 -0.014 0.23
O -2.2281 2.9008 -2.2171 0.318 -0.130 -0.261 -0.93
S -1.3206 2.2511 -1.3201 -2.167 2.393 1.179 2.24
O -0.6644 3.0938 -0.3326 0.053 0.385 -0.507 -1.00
O -0.2427 1.4755 -2.0442 0.603 1.844 -2.703 -0.95
S -2.1947 0.7737 -0.2927 -0.705 -0.271 -0.086 -0.48
```
Positions in Å, forces in eV/Å.

=====

3.
C21H19N8O7PdS | ωB97M-V/def2-TZVPD

Results
charge: -1
energy above the lowest of the compared OMol25 structures with the same formula, charge and spin: 0.8094 eV
gap between HOMO and LUMO: 7.30 eV
2S+1: 1

Geometry as XYZ:
```
57
Properties=species:S:1:pos:R:3:forces:R:3:nbo_charge:R:1
Pd -0.2023 0.0191 0.2389 1.964 0.872 1.117 0.99
O 0.5875 -0.1293 7.2081 -0.010 -0.061 0.023 -0.75
C 1.5235 -0.1999 6.3904 -0.013 0.137 -0.024 0.73
O 2.7529 -0.2547 6.5546 0.031 -0.034 0.014 -0.74
C 1.0708 -0.1988 4.9039 -0.025 -0.056 0.036 -0.04
C -0.2798 -0.2365 4.5790 0.061 0.001 -0.047 -0.22
C -0.6683 -0.2389 3.2535 -0.063 -0.062 0.040 0.03
N 0.2305 -0.1959 2.2705 -0.556 0.130 -0.808 -0.42
C 1.5372 -0.1591 2.5599 0.060 -0.020 0.050 0.07
C 1.9928 -0.1685 3.8630 -0.043 -0.056 -0.076 -0.19
C 2.4469 -0.1056 1.3615 -0.045 -0.021 0.038 0.76
O 3.6243 -0.3822 1.4361 0.013 0.094 -0.024 -0.62
O 1.8440 0.2571 0.2549 -0.368 -0.088 -0.334 -0.77
H -1.0062 -0.2594 5.3792 0.019 0.004 0.027 0.25
H -1.7055 -0.2792 2.9479 0.027 0.020 -0.037 0.22
H 3.0526 -0.1539 4.0729 0.003 -0.007 0.027 0.27
N -6.5585 -4.9352 2.0383 -0.004 -0.098 -0.043 -0.80
C -5.5029 -4.2297 1.4669 0.027 0.034 -0.012 0.18
C -5.6965 -3.4914 0.2978 -0.009 -0.022 0.007 -0.28
C -4.6422 -2.8135 -0.2852 0.045 -0.070 -0.023 -0.16
C -3.3786 -2.8856 0.2846 -0.186 0.205 0.077 -0.31
C -3.1716 -3.6143 1.4479 0.016 -0.056 -0.092 -0.16
C -4.2269 -4.2899 2.0303 -0.008 -0.020 0.005 -0.28
S -2.0905 -1.8688 -0.3438 -0.578 -0.494 0.045 2.30
O -2.2826 -1.7160 -1.7682 -0.139 0.028 -0.031 -0.98
O -0.8419 -2.4611 0.0973 -0.578 -0.359 -0.136 -0.97
N -2.2581 -0.4817 0.4911 1.481 0.500 -0.897 -0.93
C -2.8147 0.6994 -0.0162 -0.506 0.112 0.106 0.55
N -2.0794 1.7917 0.2591 -0.459 0.121 0.087 -0.50
C -2.5798 2.9593 -0.1035 -0.005 -0.037 0.084 0.11
C -3.8060 3.0805 -0.7339 -0.037 0.014 -0.075 -0.33
C -4.4675 1.8976 -0.9906 0.006 -0.022 0.030 0.10
N -3.9940 0.7107 -0.6286 -0.099 -0.399 0.050 -0.49
H -7.4784 -4.5959 1.8126 -0.007 0.027 0.026 0.38
H -6.4515 -5.1594 3.0135 -0.011 0.031 0.016 0.38
H -6.6842 -3.4458 -0.1465 0.000 0.006 -0.003 0.20
H -4.7866 -2.2186 -1.1773 -0.011 0.025 0.022 0.24
H -2.1806 -3.6504 1.8806 -0.008 0.017 0.025 0.24
H -4.0678 -4.8669 2.9338 0.002 0.003 0.002 0.21
H -1.9694 3.8292 0.1162 0.000 -0.002 0.006 0.19
H -4.2044 4.0377 -1.0356 0.000 0.001 -0.002 0.22
H -5.4235 1.8895 -1.5044 -0.003 0.010 -0.001 0.18
C 0.7924 -1.8614 -4.7118 0.028 0.016 0.031 -0.41
N 0.1407 -0.9432 -3.8153 -0.007 0.025 0.020 -0.40
C -0.9927 -0.1171 -4.1487 0.012 0.010 -0.016 -0.32
C -1.1298 0.7367 -2.8900 -0.211 0.015 -0.009 0.69
O -1.9552 1.6078 -2.7680 0.024 0.029 0.028 -0.60
N -0.1692 0.3478 -1.9805 0.284 -0.617 0.610 -0.67
C 0.5719 -0.6042 -2.5877 -0.149 0.068 -0.119 0.68
N 1.6505 -1.1487 -2.0564 0.255 0.049 0.247 -0.78
H 0.1218 -2.0671 -5.5427 -0.001 -0.012 0.005 0.22
H 1.0020 -2.8107 -4.2151 -0.025 -0.017 -0.004 0.21
H 1.7268 -1.4552 -5.1121 0.000 0.000 -0.003 0.20
H -1.9046 -0.6974 -4.2981 -0.003 0.007 0.043 0.24
H -0.8044 0.5151 -5.0193 0.002 0.007 0.001 0.21
H 2.0064 -0.7766 -1.1597 -0.189 -0.009 -0.127 0.47
H 2.1244 -1.9012 -2.5196 -0.007 0.027 0.000 0.40
```
Positions in Å, forces in eV/Å.

=====

4.
C21H19NO5 | ωB97M-V/def2-TZVPD

Results
energy above the lowest of the compared OMol25 structures with the same formula, charge and spin: 19.0492 eV
SMILES: C#CCN1C(=O)[C@](O)(CC(=O)c2cc(OC)ccc2OC)c2ccccc21
gap between HOMO and LUMO: 7.50 eV
2S+1: 1

Geometry as XYZ:
```
46
Properties=species:S:1:pos:R:3:forces:R:3:nbo_charge:R:1
C 0.8673 3.7395 -0.0439 0.945 -10.404 -9.542 -0.21
C 1.0438 2.8344 -0.9228 -1.552 6.482 5.930 0.07
C 1.1849 1.8349 -1.8822 -6.491 -6.672 2.634 -0.32
N 1.5198 0.5021 -1.2215 -2.899 -1.409 -3.588 -0.45
C 0.8544 -0.8343 -1.4809 1.376 3.843 5.418 0.70
O -0.1869 -0.9662 -1.9838 -2.180 -0.818 -2.586 -0.55
C 1.4688 -1.8150 -0.2811 3.720 3.845 -5.797 0.24
O 1.8743 -2.8848 -1.1017 1.209 -1.311 2.043 -0.70
C 0.5971 -2.0109 0.8607 -1.754 -4.373 -0.453 -0.58
C -0.1444 -0.8165 1.1127 1.887 7.020 8.365 0.56
O 0.3506 0.0879 2.0720 -1.534 -5.190 -5.231 -0.58
C -1.4628 -0.4166 0.7319 -0.942 -1.035 -1.104 -0.33
C -1.8633 0.8754 0.8192 0.438 3.064 -3.248 -0.11
C -3.0186 1.4310 -0.0930 2.475 -3.288 5.386 0.22
O -3.3917 2.7577 0.1348 -8.550 -10.757 -6.945 -0.46
C -2.5796 3.5522 0.4901 -6.066 7.481 14.888 -0.14
C -3.8247 0.3319 -0.3547 -3.790 -0.758 -2.408 -0.19
C -3.5883 -1.2165 -0.3028 0.437 8.013 -0.241 -0.30
C -2.3488 -1.3207 0.1851 -2.306 -7.798 0.062 0.46
O -2.1680 -2.8429 0.4464 3.721 3.764 0.494 -0.59
C -2.9993 -3.8033 -0.0108 -5.599 7.941 -4.988 -0.17
C 2.7283 -0.8843 -0.0984 0.127 -12.693 5.678 -0.18
C 3.7738 -1.2611 0.6935 5.264 -2.731 4.113 -0.12
C 4.8212 -0.3733 1.0941 -3.920 3.015 -1.876 -0.26
C 4.5854 1.1779 0.6845 -6.582 -8.620 -2.824 -0.13
C 3.4541 1.4686 -0.2076 4.504 -5.780 3.987 -0.27
C 2.6387 0.2313 -0.5300 0.798 15.951 -3.074 0.19
H 0.9069 4.4656 0.5460 0.119 5.689 4.846 0.19
H 0.0094 1.3734 -2.2905 2.957 2.004 0.940 0.25
H 1.6368 2.0850 -2.7127 2.972 0.993 -4.111 0.22
H 1.2561 -2.9633 -1.7943 -1.279 -0.489 -1.247 0.48
H 1.1099 -2.3643 1.7940 -0.298 0.406 -0.959 0.28
H -0.1595 -2.8702 0.4409 1.623 2.014 1.448 0.30
H -0.9795 1.4397 1.1786 -1.201 0.435 0.024 0.27
H -3.1626 4.4981 0.8322 1.004 -0.586 -1.603 0.18
H -2.4289 3.3893 1.7365 0.753 -0.127 -2.004 0.08
H -1.7720 3.7545 0.2203 12.505 2.470 -5.521 0.14
H -4.8819 0.5770 -0.7488 1.640 -0.227 0.535 0.21
H -4.3435 -1.8621 -0.7040 0.191 -0.216 0.239 0.26
H -2.5665 -4.6198 0.0798 3.614 -7.745 1.221 0.17
H -3.2676 -3.7135 -1.2810 0.734 -0.133 3.278 0.11
H -3.9384 -3.6376 0.4984 -0.705 -0.918 0.031 0.16
H 3.9650 -2.4691 1.1745 -1.088 3.741 -1.773 0.21
H 5.5687 -0.6360 1.8237 0.220 -0.081 -0.207 0.21
H 5.3846 1.6941 0.7980 4.657 4.279 1.171 0.17
H 3.4767 2.4806 -0.4014 -1.155 1.710 -1.397 0.23
```
Positions in Å, forces in eV/Å.

=====

5.
C21H20BFHfN4O7 | ωB97M-V/def2-TZVPD

Results
energy above the lowest of the compared OMol25 structures with the same formula, charge and spin: 0.0146 eV
gap between HOMO and LUMO: 8.01 eV
2S+1: 1

Geometry as XYZ:
```
55
Properties=species:S:1:pos:R:3:forces:R:3:nbo_charge:R:1
Hf 0.0000 0.0000 0.0000 -0.100 0.754 0.824 2.43
C 4.8682 1.7806 5.3554 0.197 0.112 -0.400 -0.62
C 4.0259 0.5621 5.7881 0.900 0.528 0.625 -0.03
C 3.4716 0.8870 7.2019 0.127 0.145 -0.093 -0.40
C 2.4534 -0.1514 7.6127 0.073 -0.414 0.443 -0.43
C 1.3174 -0.0986 6.6348 -0.764 -0.236 0.381 -0.04
C -0.0069 -0.2225 7.0723 0.539 0.024 -0.514 -0.22
C -1.0480 -0.2403 6.1459 0.331 0.061 -1.151 0.39
F -2.3293 -0.3725 6.5691 0.814 0.106 -0.229 -0.31
C -0.7708 -0.1517 4.7810 -0.385 -0.100 0.674 -0.22
C 0.5575 -0.0166 4.3265 0.666 0.116 -0.119 -0.18
C 0.8763 0.0380 2.8787 6.125 0.034 4.039 0.60
O -0.0231 0.0000 2.1170 -4.602 -0.106 -4.514 -0.68
C 2.3270 0.0774 2.4401 -1.773 -0.101 1.179 -0.34
C 3.2642 0.1697 3.4243 -0.970 0.357 2.968 0.17
N 2.9500 0.2557 4.8213 -0.738 -0.492 -2.275 -0.39
C 1.6028 0.0453 5.2602 1.057 0.337 -0.266 0.26
C 2.8685 0.0408 1.0192 1.999 0.008 -0.728 0.79
O 4.0759 0.0569 0.8327 -0.161 0.014 1.224 -0.61
O 2.1072 0.0000 -0.0231 -2.761 -0.137 0.541 -0.81
H 5.6584 1.9839 6.1099 -0.576 -0.171 -0.383 0.23
H 4.2262 2.6824 5.2583 0.377 -0.547 0.055 0.22
H 5.3896 1.6135 4.3936 -0.298 0.136 0.459 0.22
H 4.6961 -0.3243 5.8435 -0.436 0.406 0.094 0.20
H 2.9639 1.8789 7.2073 0.506 -0.478 -0.145 0.21
H 4.3091 0.9226 7.9329 -0.412 0.030 -0.653 0.23
H 2.0988 0.0104 8.6538 0.173 -0.156 -0.689 0.23
H 2.9400 -1.1501 7.5601 -0.356 0.395 0.174 0.22
H -0.2319 -0.3250 8.1269 0.073 -0.002 -0.020 0.24
H -1.5950 -0.1952 4.0814 0.077 0.008 -0.105 0.26
H 4.3112 0.2082 3.1502 -0.063 0.061 0.118 0.26
C 0.0000 -2.0413 -3.1078 -0.002 -1.148 -0.931 -0.68
C 0.0000 -0.5634 -3.1966 -0.002 -5.281 -8.694 0.50
N 0.0000 0.0721 -2.2035 0.031 9.386 6.444 -0.60
C 0.0000 1.5445 -2.6132 -0.006 -1.847 1.881 0.04
C 0.0000 1.5665 -3.9606 -0.003 -1.420 -0.743 0.05
N 0.0000 0.2056 -4.3855 0.005 -0.057 1.234 -0.55
C 0.0000 2.7354 -4.8795 -0.009 2.468 0.824 0.74
O 0.0000 2.5679 -6.2197 0.008 0.062 -0.292 -0.67
O 0.0000 3.8704 -4.4339 0.008 -2.375 -1.180 -0.47
C 0.0000 2.5939 -1.5302 -0.011 2.784 3.260 0.74
O 0.0000 3.7886 -1.7908 0.016 -3.080 0.566 -0.48
O 0.0000 2.1766 -0.0721 -0.046 -1.332 -5.193 -0.88
H 0.0000 -2.3707 -2.0454 -0.004 0.393 -0.740 0.29
H 0.9051 -2.4397 -3.6100 -0.546 0.055 0.217 0.24
H -0.9051 -2.4397 -3.6100 0.544 0.055 0.222 0.24
H 0.0000 -0.1651 -5.3476 -0.008 0.361 1.138 0.43
H 0.0000 1.6976 -6.6390 -0.007 -0.065 0.651 0.49
B -4.9179 -0.0011 -0.0016 -0.424 0.042 -0.008 -0.64
C -3.3742 -0.0003 -0.0005 -0.378 0.000 0.008 0.54
N -2.2171 0.0000 0.0000 0.945 -0.084 -0.044 -0.78
H -5.3153 1.1018 -0.2122 0.096 0.474 -0.089 0.04
H -5.3155 -0.3709 1.0586 0.096 -0.174 0.467 0.04
H -5.3135 -0.7349 -0.8522 0.090 -0.350 -0.388 0.03
H 0.0000 -1.9619 0.0000 -0.034 0.442 -0.126 -0.55
```
Positions in Å, forces in eV/Å.